Formula: C4H27NO13
Source: the Open Molecules 2025 dataset
Level of theory: ωB97M-V with the def2-TZVPD basis set

Properties
Relative energy (zero: lowest compared OMol25 entry of this formula, charge and spin) = 2.7774 eV
HOMO-LUMO gap = 10.39 eV
Max |F| = 0.100 Eh/bohr
LUMO level = 0.2 eV

Geometry as XYZ:
```
45
Properties=species:S:1:pos:R:3:forces:R:3
O 1.07814 2.14452 -0.45523 -2.57 0.05 0.61
O -2.75558 1.44699 1.24600 -0.28 -0.20 -0.47
O 1.29479 -1.24156 2.85516 -0.09 -0.56 -0.40
O 0.39681 -2.91607 -0.67997 0.92 -1.69 0.05
O -1.49852 -0.64226 0.45497 -1.92 0.34 -0.43
O -2.36717 -2.34833 -1.50457 0.25 -1.81 0.20
O 2.72752 0.99907 0.40923 2.00 -1.50 -0.04
O 0.51892 2.49110 2.25702 0.73 -0.51 0.53
O -1.07076 0.73910 -1.30885 -1.13 -0.06 0.42
O -0.77528 -4.04634 1.43436 -0.95 -1.62 1.29
O 2.38079 1.00355 3.70700 -0.17 0.43 0.58
O -2.48183 2.97722 -1.37052 0.60 0.78 0.69
O -2.84170 -0.46761 -3.27258 0.01 0.26 -0.01
N 0.63733 -0.11750 -0.03635 -0.62 1.77 0.84
C 1.60807 0.85417 -0.45697 1.72 0.93 -3.08
C 2.80430 -0.80997 -1.97259 -0.70 -2.30 1.20
C -0.73755 0.10617 -0.35076 4.60 -2.18 0.73
C 2.03303 0.46901 -1.89516 -0.93 1.67 -1.77
H 2.47894 1.39133 -2.34374 0.76 -0.77 0.49
H 1.72163 1.71892 3.79080 0.14 -0.32 -0.19
H 1.94142 -1.95190 2.96681 -0.13 0.37 0.10
H 3.41072 -1.03546 -2.84479 0.74 0.77 0.30
H -0.14294 -3.34947 1.35590 0.98 0.55 0.17
H -1.19463 -1.51444 0.72584 0.80 0.03 0.18
H 2.18931 -1.74993 -1.96454 -0.50 1.18 -0.20
H -3.54314 1.80778 1.65756 -0.14 0.16 0.00
H -2.29264 2.28552 -0.72300 -0.40 -0.30 -0.22
H 1.65291 -0.43851 3.30042 0.01 -0.20 -0.04
H 1.57245 2.91193 -0.74053 0.93 -0.61 -0.31
H -0.50547 -3.02950 -0.95714 -1.58 0.75 -0.67
H 0.95896 2.11422 1.47103 -0.65 0.67 0.23
H -3.16086 0.06099 -4.00216 -0.12 0.14 -0.21
H 1.16026 0.43826 -2.60116 0.13 -0.23 1.22
H 3.20190 -0.98337 -0.95601 1.22 0.08 -0.75
H -3.08542 0.79985 0.59248 0.13 0.31 0.67
H -1.82142 3.61044 -1.03308 -0.47 0.09 -0.63
H -0.12528 3.13042 1.96879 -0.25 0.09 -0.40
H 0.95926 -0.63484 0.77962 -0.71 0.06 0.31
H -2.43784 0.16217 -2.65279 0.06 -0.05 -0.10
H 3.65035 0.82021 -0.00333 -2.71 0.18 0.59
H -2.16574 -1.60799 -0.94237 -0.51 0.64 -0.28
H -2.66017 -2.07254 -2.37858 0.09 0.60 0.13
H -0.67228 -4.49690 2.31232 -0.02 0.96 -1.23
H 0.58553 -3.88468 -0.71210 0.55 0.93 0.35
H 2.76302 1.15969 2.84352 0.20 0.12 -0.44
```
Positions in Å, forces in eV/Å.

Here are the Löwdin charges for atoms 1 to 8, given in e:
1 O 0.02
2 O -0.04
3 O -0.08
4 O -0.07
5 O 0.09
6 O -0.04
7 O 0.01
8 O -0.05